Record 1
Molecular formula: C4H13NO
Method: DFT, wB97M-V/def2-TZVPD

Each atom is followed by the atoms it is bonded to, with distances in Å.
Geometry (Å):
1 C -0.06 -2.19 -1.20  C2 1.466, H6 1.205, H7 1.187, H8 1.115
2 C -0.52 -1.02 -0.44  C1 1.466, N3 1.557, H9 1.250, H10 1.141
3 N 0.72 -0.43 0.30  C2 1.557, C4 1.492, H11 1.043
4 C 0.51 0.03 1.70  N3 1.492, C5 1.571, H12 1.157, H13 1.073
5 C 0.88 1.55 1.85  C4 1.571, H14 1.150, H15 1.105, H16 1.122
6 H 1.12 -2.43 -1.15  C1 1.205
7 H -0.67 -3.21 -1.13  C1 1.187
8 H -0.23 -1.95 -2.27  C1 1.115
9 H -1.42 -1.28 0.38  C2 1.250
10 H -0.98 -0.18 -1.06  C2 1.141
11 H 0.92 0.40 -0.30  N3 1.043
12 H -0.55 0.02 2.18  C4 1.157
13 H 0.93 -0.72 2.33  C4 1.073
14 H 0.73 1.91 2.93  C5 1.150
15 H 0.34 2.21 1.15  C5 1.105
16 H 1.90 1.97 1.63  C5 1.122
17 O -1.08 1.55 -1.88  H18 1.014, H19 1.005
18 H -1.77 1.28 -1.18  O17 1.014
19 H -1.54 2.43 -1.99  O17 1.005

**SMILES**: CCNCC.O
**LUMO level**: 0.020 Ha
**Molecular weight**: 91.154 g/mol
**Frontier orbital gap**: 9.279 eV
**Energy relative to the best compared isomer or geometry (same formula, charge and spin)**: 278.6 kJ/mol
**Charge**: 0

Record 2
Molecular formula: C4H13NO
Method: DFT, wB97M-V/def2-TZVPD

Each atom is followed by the atoms it is bonded to, with distances in Å.
Geometry (Å):
1 C 1.51 0.57 -1.09  C2 1.558, H6 1.095, H7 1.083, H8 1.087
2 C -0.02 0.52 -1.38  C1 1.558, C3 1.552, H9 1.088, H10 1.100
3 C -1.14 0.08 -0.39  C2 1.552, C4 1.514, N5 1.497, H11 1.098
4 C -2.36 -0.26 -1.21  C3 1.514, H12 1.092, H13 1.096, H14 1.090
5 N -0.81 -1.11 0.45  C3 1.497, H15 1.016, H16 1.015
6 H 1.71 0.73 -0.03  C1 1.095
7 H 1.89 1.42 -1.63  C1 1.083
8 H 2.02 -0.37 -1.29  C1 1.087
9 H -0.31 1.49 -1.78  C2 1.088
10 H -0.13 -0.32 -2.08  C2 1.100
11 H -1.30 0.87 0.36  C3 1.098
12 H -2.20 -1.24 -1.68  C4 1.092
13 H -2.49 0.45 -2.03  C4 1.096
14 H -3.32 -0.28 -0.69  C4 1.090
15 H 0.01 -1.50 0.00  N5 1.016
16 H -0.34 -0.78 1.29  N5 1.015
17 O 2.36 0.29 4.50  H18 0.952, H19 0.968
18 H 2.02 -0.18 3.74  O17 0.952
19 H 2.91 -0.37 4.94  O17 0.968

**SMILES**: CC[C@@H](C)N.O
**LUMO level**: 0.021 Ha
**Molecular weight**: 91.154 g/mol
**Frontier orbital gap**: 10.277 eV
**Energy relative to the best compared isomer or geometry (same formula, charge and spin)**: 81.7 kJ/mol
**Charge**: 0

Record 3
Molecular formula: C4H13NO
Method: DFT, wB97M-V/def2-TZVPD

Each atom is followed by the atoms it is bonded to, with distances in Å.
Geometry (Å):
1 C -3.01 -2.32 0.45  C2 1.546, H4 1.043, H5 1.083, H6 1.094
2 C -2.06 -1.22 -0.07  C1 1.546, H7 1.166, H8 1.155, O13 1.442
3 N 3.52 3.76 0.92  H9 0.998, H10 1.033, H11 1.043
4 H -2.89 -3.27 0.02  C1 1.043
5 H -2.91 -2.55 1.51  C1 1.083
6 H -4.02 -1.91 0.40  C1 1.094
7 H -2.38 -0.22 0.43  C2 1.166
8 H -2.25 -0.96 -1.18  C2 1.155
9 H 3.41 3.55 1.89  N3 0.998
10 H 2.64 3.96 0.40  N3 1.033
11 H 4.25 3.19 0.44  N3 1.043
12 C 0.13 0.05 -0.27  O13 1.554, C14 1.522, H15 1.007, H16 1.111
13 O -0.62 -1.30 -0.05  C2 1.442, C12 1.554
14 C 1.38 -0.42 -1.00  C12 1.522, H17 1.156, H18 1.079, H19 1.095
15 H 0.29 0.43 0.65  C12 1.007
16 H -0.56 0.72 -0.84  C12 1.111
17 H 2.34 0.10 -0.63  C14 1.156
18 H 1.42 -0.07 -2.02  C14 1.079
19 H 1.33 -1.52 -1.03  C14 1.095

**LUMO level (alpha / beta)**: -0.114 / -0.331 Ha
**Molecular weight**: 91.154 g/mol
**Multiplicity**: 2
**Frontier orbital gap (alpha / beta)**: 8.838 / 2.940 eV
**Energy relative to the best compared isomer or geometry (same formula, charge and spin)**: 266.4 kJ/mol
**Charge**: +1

Record 4
Molecular formula: C4H13NO
Method: DFT, wB97M-V/def2-TZVPD

Each atom is followed by the atoms it is bonded to, with distances in Å.
Geometry (Å):
1 C -1.23 -1.77 1.50  C2 1.569, H4 1.086, H5 1.083, H6 1.090
2 C -1.44 -1.26 0.03  C1 1.569, H7 1.085, H8 1.087, O13 1.398
3 N 1.84 3.37 1.64  H9 1.009, H10 1.011, H11 1.013
4 H -1.29 -2.86 1.50  C1 1.086
5 H -0.34 -1.33 1.93  C1 1.083
6 H -2.07 -1.38 2.07  C1 1.090
7 H -1.83 -0.25 -0.01  C2 1.085
8 H -2.10 -1.96 -0.48  C2 1.087
9 H 1.45 2.75 0.94  N3 1.009
10 H 1.35 3.24 2.51  N3 1.011
11 H 1.72 4.33 1.34  N3 1.013
12 C 0.56 -0.18 -0.77  O13 1.409, C14 1.537, H15 1.089, H16 1.088
13 O -0.21 -1.35 -0.62  C2 1.398, C12 1.409
14 C 0.29 0.43 -2.15  C12 1.537, H17 1.084, H18 1.088, H19 1.084
15 H 1.61 -0.48 -0.70  C12 1.089
16 H 0.38 0.47 0.08  C12 1.088
17 H 1.10 1.13 -2.34  C14 1.084
18 H -0.68 0.92 -2.17  C14 1.088
19 H 0.33 -0.35 -2.91  C14 1.084

**LUMO level (alpha / beta)**: -0.108 / -0.333 Ha
**Molecular weight**: 91.154 g/mol
**Multiplicity**: 2
**Frontier orbital gap (alpha / beta)**: 9.873 / 3.743 eV
**Energy relative to the best compared isomer or geometry (same formula, charge and spin)**: 156.0 kJ/mol
**Charge**: +1

Record 5
Molecular formula: C4H13NO2
Method: DFT, wB97M-V/def2-TZVPD

Each atom is followed by the atoms it is bonded to, with distances in Å.
Geometry (Å):
1 C 0.19 2.15 -0.60  C2 1.489, H6 1.099, H7 1.114, H8 1.082
2 C 0.12 1.14 0.49  C1 1.489, C3 1.332, H9 1.095
3 C -0.83 0.22 0.61  C2 1.332, C4 1.490, H10 1.097
4 C -0.86 -1.00 1.47  C3 1.490, N5 1.475, H11 1.098, H12 1.100
5 N 0.30 -1.27 2.34  C4 1.475, H13 1.012, H14 1.021
6 H -0.58 1.95 -1.36  C1 1.099
7 H -0.31 3.11 -0.35  C1 1.114
8 H 1.21 2.24 -0.97  C1 1.082
9 H 1.11 1.08 0.96  C2 1.095
10 H -1.72 0.33 -0.02  C3 1.097
11 H -1.78 -0.87 2.05  C4 1.098
12 H -0.97 -1.90 0.84  C4 1.100
13 H 1.08 -1.65 1.82  N5 1.012
14 H 0.56 -0.31 2.59  N5 1.021
15 O -1.55 -1.48 -1.82  H16 0.961, H17 0.955
16 H -0.98 -0.99 -1.23  O15 0.961
17 H -1.04 -1.82 -2.55  O15 0.955
18 O 1.95 -0.05 -1.61  H19 0.953, H20 0.948
19 H 1.38 -0.30 -0.89  O18 0.953
20 H 2.72 -0.59 -1.78  O18 0.948

**SMILES**: C/C=C/CN.O.O
**LUMO level**: 0.020 Ha
**Molecular weight**: 107.153 g/mol
**Frontier orbital gap**: 10.015 eV
**Energy relative to the best compared isomer or geometry (same formula, charge and spin)**: 157.3 kJ/mol
**Charge**: 0

Record 6
Molecular formula: C4H13NO2
Method: DFT, wB97M-V/def2-TZVPD

Each atom is followed by the atoms it is bonded to, with distances in Å.
Geometry (Å):
1 C 0.75 -1.83 -0.59  C2 1.329, H6 1.075, H7 1.078
2 C 0.90 -1.34 0.64  C1 1.329, N3 1.395, C4 1.546
3 N 0.31 -1.67 1.86  C2 1.395, H8 1.017, H9 1.007
4 C 1.76 -0.06 0.62  C2 1.546, C5 1.561, H10 1.116, H11 1.114
5 C 1.48 0.92 -0.56  C4 1.561, H12 1.143, H13 1.126, H14 1.060
6 H 1.50 -1.62 -1.34  C1 1.075
7 H -0.04 -2.49 -0.89  C1 1.078
8 H 0.38 -0.90 2.52  N3 1.017
9 H -0.59 -2.11 1.75  N3 1.007
10 H 1.52 0.48 1.56  C4 1.116
11 H 2.82 -0.39 0.47  C4 1.114
12 H 0.56 1.49 -0.20  C5 1.143
13 H 1.31 0.41 -1.55  C5 1.126
14 H 2.25 1.64 -0.71  C5 1.060
15 O -2.74 -0.09 -0.55  H16 1.033, H17 0.957
16 H -2.26 0.46 0.19  O15 1.033
17 H -2.34 -0.96 -0.51  O15 0.957
18 O -2.35 2.75 -0.61  H19 1.005, H20 0.938
19 H -2.59 3.45 -1.29  O18 1.005
20 H -2.60 1.87 -0.80  O18 0.938

**SMILES**: C=C(N)CC.O.O
**LUMO level**: 0.022 Ha
**Molecular weight**: 107.153 g/mol
**Frontier orbital gap**: 8.886 eV
**Energy relative to the best compared isomer or geometry (same formula, charge and spin)**: 172.3 kJ/mol
**Charge**: 0

Record 7
Molecular formula: C4H13NO2
Method: DFT, wB97M-V/def2-TZVPD

Each atom is followed by the atoms it is bonded to, with distances in Å.
Geometry (Å):
1 C 1.58 1.01 0.39  N2 1.452, H7 1.094, H8 1.081, H9 1.092
2 N 0.51 0.05 0.14  C1 1.452, C3 1.467, H10 1.005
3 C 0.03 -0.35 -1.19  N2 1.467, C4 1.571, C5 1.537, H11 1.136
4 C 0.77 0.50 -2.29  C3 1.571, H12 1.132, H13 1.094, H14 1.087
5 C -0.23 -1.86 -1.16  C3 1.537, O6 1.408, H15 1.087, H16 1.104
6 O -1.01 -2.14 -0.03  C5 1.408, H17 1.015
7 H 1.77 1.30 1.43  C1 1.094
8 H 2.54 0.82 -0.06  C1 1.081
9 H 1.26 1.92 -0.11  C1 1.092
10 H -0.26 0.29 0.74  N2 1.005
11 H -1.07 -0.07 -1.25  C3 1.136
12 H 0.34 0.21 -3.30  C4 1.132
13 H 0.58 1.55 -2.06  C4 1.094
14 H 1.85 0.38 -2.30  C4 1.087
15 H 0.70 -2.43 -1.14  C5 1.087
16 H -0.72 -2.20 -2.09  C5 1.104
17 H -0.36 -1.86 0.70  O6 1.015
18 O -2.94 1.31 4.59  H19 0.965, H20 0.963
19 H -2.44 0.78 5.22  O18 0.965
20 H -2.92 0.79 3.78  O18 0.963

**SMILES**: CN[C@@H](C)CO.O
**LUMO level**: 0.018 Ha
**Molecular weight**: 107.153 g/mol
**Frontier orbital gap**: 9.178 eV
**Energy relative to the best compared isomer or geometry (same formula, charge and spin)**: 161.8 kJ/mol
**Charge**: 0

Record 8
Molecular formula: C4H13NO2
Method: DFT, wB97M-V/def2-TZVPD

Each atom is followed by the atoms it is bonded to, with distances in Å.
Geometry (Å):
1 C -1.86 1.31 1.16  C2 1.496, H6 1.084, H7 1.087, H8 1.087
2 C -1.45 0.13 0.32  C1 1.496, C3 1.329, H9 1.080
3 C -1.21 0.19 -0.98  C2 1.329, N4 1.398, H10 1.091
4 N -0.66 -0.84 -1.75  C3 1.398, C5 1.488, H11 1.007
5 C 0.64 -0.51 -2.39  N4 1.488, H12 1.081, H13 1.084, H14 1.096
6 H -2.01 2.23 0.61  C1 1.084
7 H -2.72 1.08 1.79  C1 1.087
8 H -1.06 1.49 1.88  C1 1.087
9 H -1.16 -0.76 0.86  C2 1.080
10 H -1.36 1.11 -1.56  C3 1.091
11 H -0.68 -1.77 -1.37  N4 1.007
12 H 0.45 0.30 -3.07  C5 1.081
13 H 1.22 -0.15 -1.54  C5 1.084
14 H 0.92 -1.43 -2.92  C5 1.096
15 O 0.96 -1.03 2.32  H16 0.963, H17 0.965
16 H 0.80 -1.94 2.06  O15 0.963
17 H 1.57 -1.10 3.06  O15 0.965
18 O 2.55 0.78 0.20  H19 0.959, H20 0.967
19 H 3.30 0.54 0.75  O18 0.959
20 H 1.77 0.35 0.56  O18 0.967

**SMILES**: C/C=C/NC.O.O
**LUMO level**: 0.012 Ha
**Molecular weight**: 107.153 g/mol
**Frontier orbital gap**: 7.985 eV
**Energy relative to the best compared isomer or geometry (same formula, charge and spin)**: 134.1 kJ/mol
**Charge**: 0